No. 1
The following is a quantum chemistry calculation of a structure of composition C20H16F5N6O6SV, from the OMol25 dataset.

The value obtained for the HOMO energy (alpha / beta) is -3.76 / -4.90 eV. The expectation value of S² is 3.759. The value obtained for the largest force on an atom is 0.63 eV/Å. Its multiplicity is 4. For the HOMO-LUMO gap (alpha / beta), the calculation gives 0.2225 / 0.2643 Ha. Its energy above the lowest of the compared OMol25 structures with the same formula, charge and spin is 0.0 kcal/mol. For the calculated total energy, the calculation gives -92337.360 eV. Its charge is -1.

CARTESIAN COORDINATES (ANGSTROEM)
1 V -0.3214 -0.5070 0.1362
2 O -1.6752 0.7683 1.0380
3 N -1.4018 1.1678 2.2209
4 N -0.2539 0.8072 2.6465
5 O 0.6009 0.1076 1.9495
6 C 0.0761 1.1253 4.0072
7 C 1.2637 0.6206 4.5114
8 C 1.6120 0.9102 5.8240
9 C 0.7874 1.6934 6.6144
10 C -0.3989 2.1916 6.0895
11 C -0.7660 1.9134 4.7834
12 H 1.8834 0.0125 3.8715
13 H 2.5371 0.5151 6.2236
14 H 1.0635 1.9179 7.6369
15 H -1.0515 2.8045 6.6982
16 H -1.6865 2.2934 4.3691
17 F 4.0814 5.6060 -1.2710
18 C 3.2263 4.5775 -1.3879
19 C 3.3530 3.4633 -0.5817
20 F 4.3467 3.4068 0.3181
21 C 2.4667 2.4075 -0.7108
22 F 2.6699 1.3453 0.0827
23 C 1.4197 2.4065 -1.6293
24 S 0.2947 1.0764 -1.8228
25 C 1.3311 3.5481 -2.4323
26 F 0.3669 3.6525 -3.3569
27 C 2.2058 4.6127 -2.3233
28 F 2.0733 5.6872 -3.1161
29 N 1.5076 -1.6829 -0.3607
30 N 1.2781 -3.0431 -0.0448
31 C 0.2274 -3.3049 0.9115
32 O 0.2615 -4.4120 1.4391
33 O -0.6205 -2.3746 1.0538
34 H 1.7808 -1.5751 -1.3299
35 H 2.2159 -1.2544 0.2308
36 H 2.1072 -3.5795 0.1683
37 O -5.6823 3.3847 -2.3198
38 C -6.1029 2.0795 -2.6519
39 N -4.9431 1.2462 -2.4718
40 C -5.0240 -0.0741 -2.7440
41 O -6.0712 -0.5877 -3.1151
42 C -3.7937 -0.8870 -2.5047
43 C -3.6490 -2.1054 -3.1578
44 C -2.5020 -2.8456 -2.9404
45 C -1.5422 -2.3517 -2.0706
46 N -1.6805 -1.1872 -1.4378
47 C -2.7876 -0.4741 -1.6465
48 H -6.4381 3.9742 -2.3784
49 H -6.4482 2.0192 -3.6898
50 H -6.9082 1.7333 -1.9960
51 H -4.0704 1.6963 -2.2455
52 H -4.4387 -2.4446 -3.8146
53 H -2.3419 -3.7993 -3.4230
54 H -0.6384 -2.9060 -1.8446
55 H -2.8574 0.4423 -1.0712

No. 2
The following is a quantum chemistry calculation of an isolated molecule of C20H16N2O4S at a distorted geometry, from the OMol25 dataset.

The value obtained for the HOMO energy is -8.17 eV. The value obtained for the largest force on an atom is 5.37 eV/Å. For the HOMO-LUMO gap, the calculation gives 0.2749 Ha. Its energy above the lowest of the compared OMol25 structures with the same formula, charge and spin is 55.9 kcal/mol. For the calculated total energy, the calculation gives -43001.462 eV.

CARTESIAN COORDINATES (ANGSTROEM)
1 O 0.5091 1.8276 3.1938
2 O -0.7332 4.4640 -0.6590
3 O 2.7419 -3.5128 0.8465
4 O 1.6006 2.6160 1.3404
5 S -0.6988 -0.8052 -0.5968
6 C 1.1216 1.6848 2.1573
7 C -0.4675 3.5445 0.1271
8 C -3.3453 -2.1872 2.5793
9 C -3.8412 -1.2362 1.7467
10 C -2.1718 -2.9553 2.2601
11 C -3.3945 0.5695 -3.3227
12 C -3.6116 1.9054 -2.9009
13 C -3.1301 -0.9156 0.5535
14 C -1.3816 -2.5154 1.3093
15 C -2.5088 -0.2026 -2.5765
16 C -2.7937 2.4792 -1.8831
17 C 1.3120 -0.7742 2.6680
18 C 2.2047 -0.0279 0.5988
19 C -1.8754 -1.5111 0.4003
20 C -1.6662 0.3731 -1.5773
21 C 1.4806 0.2922 1.7484
22 C -1.7804 1.7725 -1.2555
23 C 1.7400 -2.0740 2.4099
24 C 2.6838 -1.3311 0.3732
25 N -0.9165 2.2563 -0.2220
26 N 2.3269 -2.3499 1.2395
27 C 0.7114 3.7420 1.0686
28 H -3.7873 -2.4624 3.5231
29 H -4.7887 -0.8404 2.1955
30 H -1.8459 -3.7479 2.9927
31 H -3.9978 0.0848 -4.1127
32 H -4.3807 2.5132 -3.3316
33 H -3.6036 -0.1769 -0.0866
34 H -0.3887 -2.9655 0.9612
35 H -2.3448 -1.2624 -2.7565
36 H -3.0079 3.5319 -1.5631
37 H 0.8667 -0.6353 3.6381
38 H 2.5205 0.7392 -0.1074
39 H 1.7458 -2.7795 3.1462
40 H 3.4499 -1.6818 -0.3701
41 H -0.4555 1.5510 0.3166
42 H 1.4504 4.4446 0.7404
43 H 0.2938 4.1298 2.0421

No. 3
The following is a quantum chemistry calculation of an isolated molecule of C20H16N2O6 at a distorted geometry, from the OMol25 dataset.

The value obtained for the HOMO energy is -8.28 eV. The value obtained for the largest force on an atom is 1.25 eV/Å. For the HOMO-LUMO gap, the calculation gives 0.3215 Ha. Its energy above the lowest of the compared OMol25 structures with the same formula, charge and spin is 9.5 kcal/mol. For the calculated total energy, the calculation gives -36265.920 eV.

CARTESIAN COORDINATES (ANGSTROEM)
1 O -2.3335 1.2229 -1.1280
2 C -1.1826 1.5202 -1.2713
3 C -0.5064 2.8178 -1.1367
4 C -1.0050 4.0702 -0.8214
5 C -0.0976 5.1112 -0.7198
6 C 1.2609 4.9006 -0.9222
7 C 1.7600 3.6439 -1.2361
8 C 0.8542 2.6119 -1.3398
9 C 1.0624 1.1498 -1.6344
10 N 1.9137 0.4779 -0.6817
11 C 3.2540 0.3837 -0.8599
12 O 3.8577 0.8310 -1.8059
13 C 3.8107 -0.3941 0.3198
14 H 4.0060 -1.4162 -0.0114
15 C 2.6923 -0.3356 1.3571
16 H 2.8091 0.5522 1.9813
17 H 2.6480 -1.2160 1.9951
18 C 1.4163 -0.1817 0.5101
19 H 0.9926 -1.1583 0.2491
20 C 0.3878 0.6789 1.2386
21 O 0.5848 1.8579 1.4530
22 N -0.7230 0.0627 1.7005
23 C -1.1590 -1.2752 1.5642
24 C -1.4472 -1.9936 2.7169
25 C -1.9088 -3.3061 2.6622
26 C -2.0635 -3.8632 1.4168
27 C -1.7858 -3.1371 0.2548
28 C -1.3412 -1.8392 0.2949
29 H -1.1775 -1.2746 -0.6070
30 O -2.0343 -3.9182 -0.8367
31 C -2.5005 -5.1528 -0.3352
32 O -2.4931 -5.1156 1.0773
33 H -3.5264 -5.3337 -0.6940
34 H -1.8447 -5.9652 -0.6855
35 H -2.1350 -3.8621 3.5558
36 H -1.3118 -1.5215 3.6777
37 H -1.3090 0.6590 2.2733
38 H 4.7478 0.0389 0.6627
39 O -0.2334 0.5865 -1.6016
40 H 1.5114 0.9949 -2.6288
41 H 2.8140 3.4731 -1.3884
42 H 1.9442 5.7314 -0.8281
43 H -0.4484 6.1019 -0.4724
44 H -2.0614 4.2145 -0.6593

No. 4
The following is a quantum chemistry calculation of a structure of composition C20H16N4NiO7S4 at a distorted geometry, from the OMol25 dataset.

The value obtained for the HOMO energy (alpha / beta) is -1.45 / -1.48 eV. The expectation value of S² is 2.007. The value obtained for the largest force on an atom is 1.65 eV/Å. Its multiplicity is 3. For the HOMO-LUMO gap (alpha / beta), the calculation gives 0.1952 / 0.1961 Ha. For the calculated total energy, the calculation gives -125678.436 eV. Its charge is -2.

CARTESIAN COORDINATES (ANGSTROEM)
1 Ni -0.7032 1.4777 -1.1682
2 S 1.2851 2.1211 -0.1187
3 C 0.7283 2.7575 1.4052
4 C 1.6229 2.8501 2.4787
5 C 1.2350 3.3592 3.7056
6 C -0.0738 3.7988 3.8801
7 C -0.9727 3.7223 2.8311
8 C -0.6029 3.1961 1.5847
9 S -1.7682 3.1156 0.3010
10 H 2.6397 2.5067 2.3237
11 H 1.9422 3.4146 4.5265
12 H -0.3879 4.2039 4.8369
13 H -1.9916 4.0695 2.9575
14 O -2.0473 -0.5807 -2.8190
15 H -1.1410 -0.4634 -3.1377
16 H -2.4441 0.2906 -2.9977
17 O 4.8074 -1.0222 -3.2335
18 S 3.4795 -1.3667 -3.6848
19 O 3.4306 -2.0967 -4.9346
20 N 2.4822 -0.0973 -3.6898
21 C 1.4729 -0.2438 -2.8473
22 O 0.5531 0.5948 -2.6833
23 C 1.4950 -1.5691 -2.1186
24 C 0.5367 -2.0706 -1.2593
25 C 0.7429 -3.3230 -0.6959
26 C 1.8751 -4.0655 -1.0100
27 C 2.8176 -3.5730 -1.9077
28 C 2.6083 -2.3211 -2.4416
29 H -0.3527 -1.4928 -1.0653
30 H 0.0099 -3.7275 -0.0075
31 H 2.0166 -5.0433 -0.5653
32 H 3.6858 -4.1555 -2.1901
33 O -3.1309 2.7823 -4.4244
34 N -2.3642 2.9933 -3.4750
35 O -1.6656 3.9910 -3.3907
36 O -2.3182 2.0991 -2.5413
37 N -3.6470 0.4058 -0.4117
38 C -2.7534 -0.2081 0.3739
39 N -1.4783 0.0371 0.4341
40 C -0.8612 -0.6646 1.4577
41 C 0.4938 -0.6366 1.7715
42 C 0.9640 -1.4288 2.8032
43 C 0.1093 -2.2598 3.5245
44 C -1.2437 -2.3011 3.2281
45 C -1.7115 -1.5097 2.1921
46 S -3.3369 -1.3942 1.5679
47 H -3.2938 1.1176 -1.0397
48 H -4.4924 -0.0666 -0.6702
49 H 1.1494 0.0051 1.1942
50 H 2.0191 -1.4123 3.0445
51 H 0.5037 -2.8866 4.3154
52 H -1.9238 -2.9290 3.7906

No. 5
The following is a quantum chemistry calculation of a structure of composition C20H16N6O3PdS at a distorted geometry, from the OMol25 dataset.

The value obtained for the HOMO energy (alpha / beta) is -6.87 / -7.78 eV. The expectation value of S² is 2.042. The value obtained for the largest force on an atom is 1.58 eV/Å. Its multiplicity is 3. For the HOMO-LUMO gap (alpha / beta), the calculation gives 0.2317 / 0.2302 Ha. Its energy above the lowest of the compared OMol25 structures with the same formula, charge and spin is 26.3 kcal/mol. For the calculated total energy, the calculation gives -50390.782 eV.

CARTESIAN COORDINATES (ANGSTROEM)
1 Pd 0.0955 0.1179 -0.1238
2 S -0.2900 0.3318 2.7130
3 C -0.3446 2.0226 2.4481
4 N -0.4650 2.7443 3.5849
5 N -0.1148 4.0193 3.6146
6 C 0.9435 4.6915 3.0055
7 C 2.0140 4.0333 2.3939
8 C 3.0382 4.7673 1.8215
9 C 3.0271 6.1545 1.8590
10 C 1.9822 6.8089 2.4986
11 C 0.9522 6.0883 3.0718
12 N -0.2783 2.6758 1.2794
13 N -0.2005 2.0757 0.1283
14 C -0.1184 2.9012 -0.9899
15 C -0.0264 4.2961 -0.8517
16 C 0.0672 5.1047 -1.9677
17 C 0.0638 4.5588 -3.2446
18 C -0.0439 3.1823 -3.3917
19 C -0.1357 2.3581 -2.2856
20 H -0.6120 4.5312 4.3241
21 H 2.0606 2.9554 2.3933
22 H 3.8575 4.2429 1.3473
23 H 3.8318 6.7199 1.4084
24 H 1.9698 7.8900 2.5495
25 H 0.1374 6.6038 3.5686
26 H -0.0190 4.7159 0.1439
27 H 0.1469 6.1767 -1.8380
28 H 0.1515 5.1944 -4.1159
29 H -0.0570 2.7449 -4.3819
30 H -0.2214 1.2893 -2.4230
31 O 3.2473 -1.6823 -0.5363
32 N 2.1969 -1.1187 -0.4272
33 O 1.0717 -1.6981 -0.5842
34 O 2.1141 0.1306 -0.1389
35 N -1.7836 -0.1266 -0.2611
36 C -2.9243 -0.1469 -0.1959
37 C -4.3420 -0.1695 -0.1190
38 C -4.9651 -0.2385 1.1291
39 C -6.3459 -0.2275 1.1949
40 C -7.0993 -0.1480 0.0313
41 C -6.4766 -0.0867 -1.2086
42 C -5.0973 -0.0962 -1.2923
43 H -4.3603 -0.2970 2.0244
44 H -6.8367 -0.2790 2.1572
45 H -8.1795 -0.1301 0.0909
46 H -7.0682 -0.0294 -2.1122
47 H -4.5956 -0.0477 -2.2493